# 1
Entry from the OMol25 dataset: 2 unconnected molecules or ions with the total composition H4N3P in a non-equilibrium geometry (ωB97M-V with the def2-TZVPD basis set).

The geometry in XYZ format:
```
8
H4N3P | the OMol25 dataset | ωB97M-V with the def2-TZVPD basis set
P 2.09092 -1.02042 0.02049
N -1.28281 0.05830 0.12070
N 1.45924 1.59797 -0.07059
N 1.62038 0.47633 -0.07087
H -1.92463 -0.63256 -0.25308
H -1.33650 -0.02330 1.12777
H -1.63003 0.97560 -0.12916
H 1.00344 -1.43193 -0.74527
```

Values from the calculation:
**ΔE to the lowest compared entry with this formula, charge and spin**: 0.0 kJ/mol

Atomic charges from the Mulliken analysis, expressed in e, are listed below: number 1, P, carries -0.20; number 2, N, carries -0.67; number 3, N, carries -0.22; number 4, N, carries 0.37; number 5, H, carries 0.23; number 6, H, carries 0.22; number 7, H, carries 0.23; number 8, H, carries 0.04


# 2
Entry from the OMol25 dataset: 3 unconnected molecules or ions with the total composition H4N4O2 in a non-equilibrium geometry (ωB97M-V with the def2-TZVPD basis set).

The geometry in XYZ format:
```
10
H4N4O2 | the OMol25 dataset | ωB97M-V with the def2-TZVPD basis set
O -4.40811 -0.87054 -2.70913
O 1.08812 0.23293 -0.28076
N 0.14048 -0.14197 0.53350
N -4.34369 -1.11034 -1.42440
N -5.11165 -2.03305 -0.98257
N 0.42886 -0.64738 1.61533
H 1.91796 -0.13318 0.09850
H -5.60596 -2.50009 -1.68751
H 3.32754 -0.36044 0.92628
H 1.42821 -0.68765 1.76248
```

Values from the calculation:
**Net charge**: -2
**ΔE to the lowest compared entry with this formula, charge and spin**: 15.5 kJ/mol

Atomic charges from the Mulliken analysis, expressed in e, are listed below: number 1, O, carries -0.66; number 2, O, carries -0.74; number 3, N, carries 0.12; number 4, N, carries 0.05; number 5, N, carries -0.59; number 6, N, carries -0.60; number 7, H, carries -0.64; number 8, H, carries 0.20; number 9, H, carries 0.65; number 10, H, carries 0.21


# 3
Entry from the OMol25 dataset: H4N4O2 in the gas phase in a non-equilibrium geometry (ωB97M-V with the def2-TZVPD basis set).

The geometry in XYZ format:
```
10
H4N4O2 | the OMol25 dataset | ωB97M-V with the def2-TZVPD basis set
O -2.12263 1.23938 0.23944
O -3.19868 -0.47126 -0.53198
N 0.16778 -0.12528 0.54289
N -2.30906 0.10236 -0.00648
N -0.95737 -0.83427 0.40092
N 0.72920 0.45640 -0.63912
H 0.64056 -0.12239 -1.40533
H 0.17152 0.68395 1.35690
H 0.08754 1.27574 -0.79155
H -1.27352 -1.29689 1.16419
```

Values from the calculation:
**SMILES**: NNN[N+](=O)[O-]
**ΔE to the lowest compared entry with this formula, charge and spin**: 114.8 kJ/mol

Atomic charges from the Mulliken analysis, expressed in e, are listed below: number 1, O, carries -0.52; number 2, O, carries -0.54; number 3, N, carries -0.12; number 4, N, carries 0.91; number 5, N, carries -0.34; number 6, N, carries -0.51; number 7, H, carries 0.28; number 8, H, carries 0.29; number 9, H, carries 0.27; number 10, H, carries 0.27


Number 1: lowest unoccupied orbital energy 0.59 eV, energy -507.957869 hartree, frontier orbital gap 8.7 eV. Number 2: lowest unoccupied orbital energy 7.65 eV, energy -371.656020 hartree, frontier orbital gap 7.8 eV. Number 3: lowest unoccupied orbital energy 0.70 eV, energy -371.692839 hartree, frontier orbital gap 9.9 eV.